[1]
{"formula": "C23H25N3O5", "method": "the ωB97M-V functional and the def2-TZVPD basis", "smiles": "CCOc1cc(-c2nc(C)c(C(C)=O)n2O)ccc1OCC(=O)Nc1cccc(C)c1", "e_homo_ev": -8.0698, "spin_multiplicity": 1, "energy_ev": -38963.8237, "homo_lumo_gap_ha": 0.295, "e_above_lowest_kcal_mol": 63.3, "lumo_ha": -0.0018, "elements": ["C", "C", "O", "C", "C", "C", "C", "N", "C", "C", "C", "C", "C", "O", "N", "O", "C", "C", "C", "O", "C", "C", "O", "N", "C", "C", "C", "C", "C", "C", "C", "H", "H", "H", "H", "H", "H", "H", "H", "H", "H", "H", "H", "H", "H", "H", "H", "H", "H", "H", "H", "H", "H", "H", "H", "H"], "positions_angstrom": [[-3.6587, -4.1096, 1.5008], [-2.4412, -3.3641, 0.9781], [-2.8961, -2.4230, 0.0231], [-1.9771, -1.7039, -0.6852], [-0.6199, -1.6989, -0.4206], [0.2579, -0.8999, -1.1622], [1.6355, -0.8605, -0.7275], [2.0840, -1.5292, 0.3406], [3.3751, -1.2347, 0.4973], [4.1531, -1.8305, 1.6118], [3.7777, -0.3391, -0.5044], [5.0009, 0.3311, -0.8441], [6.2077, 0.0702, 0.0104], [5.0552, 1.0997, -1.8075], [2.6342, -0.1353, -1.2545], [2.5803, 0.6823, -2.3454], [-0.2298, -0.1478, -2.2261], [-1.5858, -0.1435, -2.4884], [-2.4770, -0.8746, -1.7161], [-3.8147, -0.7690, -2.0013], [-4.6664, -0.3014, -0.9613], [-4.2506, 1.1178, -0.5413], [-4.8577, 2.1051, -0.8826], [-3.1124, 1.1135, 0.2072], [-2.2007, 2.1593, 0.4111], [-2.5264, 3.4951, 0.2198], [-1.5480, 4.4580, 0.3992], [-0.2607, 4.1055, 0.7592], [0.0737, 2.7695, 0.9568], [1.4754, 2.3800, 1.3202], [-0.9071, 1.8078, 0.7908], [-3.3489, -4.8577, 2.2246], [-4.1738, -4.5990, 0.6788], [-4.3475, -3.4174, 1.9781], [-1.9277, -2.8480, 1.8015], [-1.7373, -4.0618, 0.5073], [-0.1970, -2.2890, 0.3754], [3.4937, -2.4791, 2.1813], [4.5471, -1.0577, 2.2698], [4.9887, -2.4172, 1.2342], [6.4530, -0.9891, -0.0007], [7.0471, 0.6425, -0.3761], [6.0092, 0.3645, 1.0383], [3.5144, 1.0494, -2.4202], [0.4331, 0.4550, -2.8226], [-1.9899, 0.4586, -3.2866], [-5.6608, -0.2662, -1.4083], [-4.6628, -0.9854, -0.1046], [-2.7380, 0.2067, 0.4512], [-3.5247, 3.7668, -0.0781], [-1.7972, 5.4980, 0.2498], [0.4945, 4.8673, 0.8856], [1.5480, 1.3099, 1.5008], [1.8007, 2.9098, 2.2142], [2.1567, 2.6446, 0.5117], [-0.6614, 0.7646, 0.9375]]}

[2]
{"formula": "C31H43NiP2S2Sb", "method": "the ωB97M-V functional and the def2-TZVPD basis", "e_homo_ev": [-6.2096, -6.8781], "spin_multiplicity": 3, "energy_ev": -120674.1888, "homo_lumo_gap_ha": [0.252, 0.228], "e_above_lowest_kcal_mol": 11.9, "lumo_ha": [0.0238, -0.0247], "elements": ["Ni", "C", "P", "C", "C", "C", "P", "C", "C", "H", "H", "H", "H", "H", "H", "H", "H", "H", "H", "H", "H", "H", "H", "H", "H", "C", "C", "S", "C", "C", "S", "H", "H", "H", "H", "H", "H", "C", "C", "C", "C", "C", "C", "C", "Sb", "C", "C", "C", "C", "C", "C", "C", "C", "C", "C", "C", "C", "C", "C", "H", "H", "H", "H", "H", "H", "H", "H", "H", "H", "H", "H", "H", "H", "H", "H", "H", "H", "H", "H", "H"], "positions_angstrom": [[0.1387, -0.9641, 1.5402], [-1.2449, -3.2079, 4.0354], [0.0621, -2.0239, 3.5484], [0.2443, -1.0207, 5.0690], [1.5218, -3.1576, 3.6812], [2.7394, -2.5839, 2.9648], [2.2478, -1.8386, 1.3468], [2.0673, -3.3278, 0.2899], [3.8857, -1.2450, 0.7693], [-0.9342, -3.7705, 4.9181], [-1.4253, -3.8847, 3.2022], [-2.1710, -2.6728, 4.2429], [0.2166, -1.6457, 5.9631], [-0.5580, -0.2842, 5.1050], [1.1932, -0.4842, 5.0205], [1.2200, -4.1001, 3.2167], [1.7357, -3.3589, 4.7344], [3.5039, -3.3499, 2.8112], [3.1810, -1.7808, 3.5620], [2.9812, -3.9253, 0.2853], [1.8390, -3.0054, -0.7274], [1.2309, -3.9254, 0.6525], [4.6234, -2.0463, 0.8317], [4.2080, -0.4094, 1.3921], [3.8118, -0.9043, -0.2638], [-4.6632, -0.8678, 1.1704], [-3.1955, -0.6564, 1.4477], [-2.1633, -1.9614, 1.1134], [-2.7758, 0.5678, 1.9517], [-3.7836, 1.6616, 2.2118], [-1.1630, 0.9331, 2.3425], [-4.8464, -1.8979, 0.8777], [-4.9932, -0.2135, 0.3610], [-5.2641, -0.6323, 2.0529], [-4.4478, 1.3898, 3.0373], [-4.4054, 1.8469, 1.3336], [-3.2604, 2.5773, 2.4740], [0.1205, -0.2584, -4.4340], [1.4320, 0.1722, -3.8373], [2.5018, 0.3948, -4.7055], [3.7495, 0.7808, -4.2470], [3.9468, 0.9579, -2.8878], [2.8924, 0.7441, -2.0157], [1.6283, 0.3585, -2.4639], [0.2050, 0.1286, -0.8048], [-1.7517, 0.5661, -1.6557], [-2.3209, 1.8130, -1.4192], [-3.5857, 2.1225, -1.8979], [-4.2911, 1.1778, -2.6252], [-3.7389, -0.0756, -2.8392], [-2.4824, -0.4155, -2.3423], [-1.9849, -1.8215, -2.5454], [0.9376, 2.0674, -0.1053], [1.5789, 2.0669, 1.1336], [2.1936, 3.2030, 1.6330], [2.1695, 4.3744, 0.8912], [1.5618, 4.3779, -0.3505], [0.9581, 3.2340, -0.8759], [0.3958, 3.3182, -2.2719], [0.0754, -0.0040, -5.4922], [-0.7137, 0.2192, -3.9260], [0.0011, -1.3397, -4.3480], [2.3450, 0.2569, -5.7695], [4.5552, 0.9437, -4.9515], [4.9117, 1.2658, -2.5044], [3.0566, 0.9087, -0.9571], [-1.7744, 2.5555, -0.8477], [-4.0160, 3.0974, -1.7030], [-5.2758, 1.4084, -3.0122], [-4.2979, -0.8156, -3.4014], [-2.4047, -2.2545, -3.4538], [-2.2959, -2.4327, -1.6985], [-0.8977, -1.8666, -2.5988], [1.5894, 1.1669, 1.7348], [2.6802, 3.1734, 2.6003], [2.6315, 5.2742, 1.2778], [1.5633, 5.2877, -0.9417], [-0.2435, 4.1956, -2.3812], [-0.1775, 2.4329, -2.5344], [1.2148, 3.4096, -2.9901]]}

[3]
{"formula": "C27H39F24N4O4Si", "method": "the ωB97M-V functional and the def2-TZVPD basis", "e_homo_ev": -11.8274, "spin_multiplicity": 1, "energy_ev": -115871.9964, "homo_lumo_gap_ha": 0.308, "total_charge": 1, "e_above_lowest_kcal_mol": 0.0, "lumo_ha": -0.1271, "elements": ["C", "O", "C", "C", "C", "C", "C", "C", "C", "C", "N", "N", "N", "Si", "C", "C", "C", "N", "H", "H", "H", "H", "H", "H", "H", "H", "H", "H", "H", "H", "H", "H", "H", "H", "H", "H", "H", "H", "H", "H", "H", "H", "H", "H", "H", "C", "C", "C", "F", "F", "F", "F", "O", "C", "C", "F", "F", "F", "F", "H", "H", "H", "H", "C", "C", "C", "F", "F", "F", "F", "O", "C", "C", "F", "F", "F", "F", "H", "H", "H", "H", "C", "C", "C", "F", "F", "F", "F", "O", "C", "C", "F", "F", "F", "F", "H", "H", "H", "H"], "positions_angstrom": [[3.1767, 1.8378, 4.7427], [2.4321, 1.0385, 5.6023], [1.3096, 1.6990, 6.1482], [0.1033, 1.5354, 5.2472], [-0.6772, 0.2421, 5.4875], [-0.7509, -0.6140, 4.2310], [-1.5278, 0.0746, 3.1430], [-1.3524, -0.6339, 1.8039], [-1.7899, -2.0966, 1.8340], [-0.7296, -3.0440, 2.0752], [-0.5569, -3.6115, 3.1803], [0.4490, -4.4231, 3.0724], [0.8874, -4.3472, 1.9201], [2.3201, -5.4040, 1.3954], [1.8413, -7.1524, 1.8203], [3.8951, -4.9820, 2.2657], [2.4779, -5.1510, -0.4600], [0.1624, -3.4764, 1.2576], [4.1320, 1.3820, 4.6197], [2.6803, 1.9725, 3.7918], [3.3568, 2.8247, 5.1419], [1.5130, 2.7522, 6.2149], [1.1203, 1.3219, 7.1340], [0.4813, 1.5095, 4.2535], [-0.5312, 2.3959, 5.3058], [-1.6744, 0.4993, 5.7680], [-0.2143, -0.3590, 6.2470], [0.2518, -0.8153, 3.8947], [-1.2739, -1.5085, 4.5024], [-1.2337, 1.0925, 2.9830], [-2.5848, 0.0747, 3.3357], [-1.9955, -0.1314, 1.1109], [-0.3460, -0.4911, 1.4519], [-2.4725, -2.2273, 2.6437], [-2.3373, -2.3787, 0.9608], [2.4300, -7.8710, 1.2927], [0.8046, -7.2638, 1.5733], [1.9307, -7.2790, 2.8765], [4.6151, -5.7051, 1.9377], [4.2887, -4.0191, 2.0155], [3.8456, -5.0396, 3.3373], [3.1380, -4.3333, -0.6646], [1.5031, -4.9217, -0.8325], [2.8247, -6.0789, -0.8610], [0.2709, -3.1897, 0.2984], [1.9234, 4.4368, 1.7822], [0.4239, 4.1801, 1.9998], [-0.2753, 3.3456, 0.9251], [-0.2410, 3.9552, -0.2776], [-1.5791, 3.1784, 1.2633], [-0.2125, 5.3501, 2.1774], [0.2992, 3.4788, 3.1687], [2.2839, 5.6858, 1.2279], [2.2743, 5.8225, -0.1395], [1.2975, 6.9067, -0.5881], [0.0422, 6.5904, -0.2110], [1.3204, 6.9933, -1.9389], [2.0132, 4.6369, -0.7358], [3.5146, 6.1966, -0.5110], [2.3714, 4.4463, 2.7739], [2.3984, 3.6095, 1.2575], [0.1873, 2.3558, 0.8394], [1.5673, 7.8714, -0.1546], [1.4898, 2.7859, -3.6600], [2.4369, 3.1472, -4.8068], [1.8735, 4.0959, -5.8605], [0.8067, 3.5346, -6.4790], [2.8216, 4.3351, -6.7932], [2.8924, 2.0147, -5.3860], [3.5150, 3.7613, -4.2477], [0.8190, 1.5509, -3.7621], [-0.3545, 1.4970, -4.4460], [-0.2772, 0.5256, -5.6155], [0.6521, 0.9106, -6.5078], [-1.4815, 0.4896, -6.2368], [-0.7623, 2.7176, -4.8273], [-1.2915, 1.0120, -3.5783], [2.1133, 2.6690, -2.7770], [0.8038, 3.5981, -3.4198], [1.5765, 5.0495, -5.4132], [-0.0271, -0.4775, -5.2595], [-3.9761, -1.5607, -4.3175], [-5.4105, -1.7827, -3.8229], [-5.6596, -1.4978, -2.3432], [-4.9156, -2.3240, -1.5585], [-6.9590, -1.7177, -2.0573], [-5.8032, -3.0358, -4.1338], [-6.2059, -0.9363, -4.5261], [-3.1643, -2.7132, -4.4214], [-2.4833, -3.1273, -3.3290], [-2.8995, -4.5306, -2.9029], [-4.1986, -4.5502, -2.5693], [-2.1746, -4.8911, -1.8024], [-2.5922, -2.2453, -2.3030], [-1.1700, -3.1661, -3.6717], [-4.0641, -1.2022, -5.3400], [-3.4698, -0.7613, -3.7775], [-5.4225, -0.4578, -2.0994], [-2.7245, -5.2477, -3.7068]]}

[4]
{"formula": "C37H59Br2N3O5", "method": "the ωB97M-V functional and the def2-TZVPD basis", "smiles": "c1ccncc1.c1ccncc1.c1ccncc1.C1CCOC1.C1CCOC1.C1CCOC1.C1CCOC1.C1CCOC1.BrCCBr", "e_homo_ev": -9.4632, "spin_multiplicity": 1, "energy_ev": -194114.7212, "homo_lumo_gap_ha": 0.357, "lumo_ha": 0.0091, "elements": ["C", "C", "C", "N", "C", "C", "H", "H", "H", "H", "H", "C", "C", "C", "N", "C", "C", "H", "H", "H", "H", "H", "C", "C", "C", "N", "C", "C", "H", "H", "H", "H", "H", "C", "C", "C", "O", "C", "H", "H", "H", "H", "H", "H", "H", "H", "C", "C", "C", "O", "C", "H", "H", "H", "H", "H", "H", "H", "H", "C", "C", "C", "O", "C", "H", "H", "H", "H", "H", "H", "H", "H", "C", "C", "C", "O", "C", "H", "H", "H", "H", "H", "H", "H", "H", "C", "C", "C", "O", "C", "H", "H", "H", "H", "H", "H", "H", "H", "Br", "C", "C", "Br", "H", "H", "H", "H"], "positions_angstrom": [[-0.0419, 0.3904, 0.9696], [-1.1307, 0.6352, 0.1798], [-0.8963, 1.1260, -1.1049], [0.3103, 1.2938, -1.6530], [1.3545, 0.9399, -0.8775], [1.2426, 0.4859, 0.4325], [-0.0932, 0.1165, 2.0189], [-2.1419, 0.4833, 0.5338], [-1.7565, 1.4280, -1.6949], [2.3291, 1.1787, -1.2870], [2.1374, 0.1054, 0.9048], [2.7699, 1.0196, -4.6004], [3.2072, -0.0990, -5.3293], [2.9131, -0.1830, -6.6752], [2.2804, 0.7849, -7.3393], [1.7670, 1.7923, -6.6457], [1.9641, 1.9267, -5.2755], [2.9922, 1.1108, -3.5482], [3.6974, -0.8938, -4.7812], [3.2666, -0.9990, -7.2945], [1.2221, 2.5250, -7.2268], [1.6178, 2.7782, -4.7029], [-1.1222, 1.2673, 5.9926], [-1.3089, 1.4578, 4.6359], [-2.5990, 1.6476, 4.1702], [-3.6691, 1.6021, 4.9555], [-3.4750, 1.3670, 6.2750], [-2.2205, 1.2155, 6.8476], [-0.1350, 1.2579, 6.4375], [-0.4540, 1.7884, 4.0567], [-2.7810, 1.8721, 3.1248], [-4.4238, 1.3594, 6.7918], [-2.1198, 0.9125, 7.8804], [1.7220, -1.8202, 6.4432], [0.3688, -2.2007, 5.9152], [0.6533, -2.2804, 4.4125], [1.7344, -1.3457, 4.1925], [2.2715, -0.8239, 5.4284], [2.4103, -2.6666, 6.4903], [1.5977, -1.4622, 7.4717], [-0.3663, -1.4211, 6.1310], [-0.0937, -3.1295, 6.2500], [-0.1529, -1.9205, 3.7762], [0.9806, -3.2838, 4.1397], [1.8964, 0.1996, 5.5126], [3.3592, -0.8228, 5.4055], [1.8119, -2.3884, -2.5058], [1.5670, -3.1030, -3.8326], [2.2449, -4.4722, -3.5089], [2.6875, -4.4897, -2.1416], [1.9064, -3.4738, -1.4708], [1.1253, -1.5838, -2.2280], [2.7772, -1.8706, -2.5607], [2.0009, -2.6997, -4.7378], [0.4955, -3.3041, -3.8624], [3.1414, -4.5898, -4.1165], [1.5390, -5.2897, -3.6609], [2.3951, -3.1841, -0.5395], [0.9778, -3.9552, -1.1460], [-5.2220, 0.0203, -4.0713], [-5.9265, -0.3430, -2.7862], [-5.2276, 0.5337, -1.7249], [-4.2896, 1.3254, -2.4636], [-4.8527, 1.4753, -3.7817], [-5.8922, -0.0844, -4.9310], [-4.3569, -0.6064, -4.2839], [-6.0186, -1.4073, -2.5744], [-6.9667, -0.0026, -2.8260], [-4.6453, -0.0574, -1.0170], [-5.9621, 1.1185, -1.1694], [-4.1486, 1.8669, -4.5141], [-5.6983, 2.1681, -3.7743], [-1.7608, -2.7037, -0.5923], [-2.4853, -2.5345, -1.9157], [-3.7501, -3.3091, -1.6368], [-4.0861, -2.9953, -0.3015], [-2.8775, -2.8357, 0.4652], [-1.1012, -1.8412, -0.5114], [-1.1563, -3.6130, -0.6211], [-2.0260, -2.8509, -2.8520], [-2.7278, -1.4719, -2.0461], [-3.4991, -4.3793, -1.7257], [-4.6114, -3.1265, -2.2774], [-2.7504, -3.6867, 1.1336], [-3.0221, -1.8925, 0.9962], [0.0912, 4.7937, 2.2876], [0.4139, 3.8246, 1.1602], [1.0575, 4.7668, 0.1227], [0.4661, 6.0321, 0.3620], [-0.3825, 6.0280, 1.5369], [0.9522, 4.9964, 2.9253], [-0.6894, 4.3293, 2.8992], [-0.5344, 3.5387, 0.6922], [0.9835, 2.9206, 1.3419], [0.7931, 4.3841, -0.8620], [2.1308, 4.7953, 0.3224], [-1.4531, 6.0729, 1.3219], [-0.1358, 6.9815, 2.0070], [9.0914, 0.5362, 1.3961], [7.4547, -0.3481, 0.7307], [6.4369, 0.7194, 0.3734], [4.8221, -0.1064, -0.3917], [7.0950, -1.1573, 1.3605], [7.7246, -0.8921, -0.1783], [6.7443, 1.4672, -0.3470], [6.2448, 1.2389, 1.3134]]}